95
Properties=species:S:1:pos:R:3:forces:R:3 method="wB97M-V/def2-TZVPD" lumo_ev=-2.2 gap_ev=7.217 e_tot_ev=-81138.4577 charge=+1 e_above_lowest_kj_mol=0.0 e_homo_ev=-9.4
C 1.8644 -1.8910 -1.6327 0.0091 0.3481 0.1512
C 1.4077 0.2014 -2.5555 0.1332 0.3567 0.5922
C 2.8008 -2.1722 -2.6295 -0.3031 -0.1161 0.0373
C 2.2816 -0.0483 -3.6103 -0.1376 -0.1617 -0.3572
C 2.9877 -1.2511 -3.6551 -0.0758 0.3485 0.3415
H 3.3235 -3.1258 -2.5994 -0.1604 0.1472 -0.2081
H 2.3699 0.6905 -4.4074 0.0150 -0.2588 0.1649
H 3.6547 -1.4678 -4.4865 -0.0592 0.0640 0.2123
N 1.2812 -0.6795 -1.5353 -0.5114 -0.3621 -0.7071
P -0.2595 -2.7419 0.0784 -0.1934 0.4421 -0.0047
P 0.6900 2.4966 -0.9149 -0.5505 -1.3773 0.5807
C 1.4207 -2.9958 -0.6671 0.2600 -0.1989 0.0633
H 1.4083 -3.9577 -1.2061 0.2691 0.3611 0.1274
H 2.1520 -3.0977 0.1494 -0.1748 0.0067 -0.2057
C 0.5088 1.4364 -2.5206 0.2453 0.6895 -0.0078
H 0.7684 2.1289 -3.3316 0.0310 -0.4355 -0.1441
C -0.5790 3.9063 -1.0214 0.1726 -0.3232 -0.2294
C 2.4444 3.1460 -0.7213 -0.5183 0.0442 -0.2049
C -1.4341 -3.4498 -1.2387 -0.0217 -0.1703 0.3068
C -0.2514 -3.6918 1.7333 -0.1688 -0.1872 -0.7313
C -1.8495 3.4160 -0.2827 -0.0691 0.0007 -0.0572
H -1.6185 3.1325 0.7581 -0.0045 0.1266 -0.2688
H -2.5797 4.2385 -0.2436 0.1546 -0.1618 -0.0360
H -2.3268 2.5570 -0.7776 0.2223 0.3067 0.0932
C -0.0862 5.1729 -0.2978 -0.0631 0.0112 -0.0415
H 0.1376 4.9779 0.7596 -0.0542 0.0563 -0.2719
H 0.7870 5.6280 -0.7795 -0.2279 -0.1369 0.1550
H -0.9016 5.9117 -0.3318 0.1990 -0.1801 0.0201
C -0.9003 4.2266 -2.4875 -0.2870 0.2661 0.0133
H -1.5254 5.1315 -2.5093 0.0779 -0.1862 -0.1107
H 0.0004 4.4359 -3.0774 -0.2127 -0.0024 0.1006
H -1.4606 3.4207 -2.9798 0.1729 0.2143 0.1557
C 2.5597 3.6281 0.7514 0.1495 0.1058 -0.0534
H 1.9121 3.0487 1.4279 0.1792 0.1415 -0.1725
H 3.5967 3.4995 1.0912 -0.1940 0.0800 -0.0540
H 2.3104 4.6907 0.8569 0.0015 -0.3367 -0.0022
C 3.4408 1.9889 -0.9132 -0.0328 0.0047 0.1009
H 3.1596 1.1210 -0.3030 0.1385 0.1754 -0.2583
H 3.5104 1.6682 -1.9575 0.0259 0.0757 0.2272
H 4.4330 2.3264 -0.5714 -0.2610 -0.0998 -0.2143
C 2.7272 4.2623 -1.7408 0.6897 0.2730 -0.1880
H 1.9540 4.3578 -2.5148 0.2823 -0.0101 0.2364
H 2.8456 5.2349 -1.2443 -0.0860 -0.2159 -0.2185
H 3.6781 4.0560 -2.2536 -0.2250 0.1438 0.0485
C -1.6038 -3.4515 2.4338 0.0115 -0.0566 0.1161
H -1.5135 -3.7461 3.4911 -0.0332 0.0433 -0.2408
H -1.8990 -2.3899 2.4061 0.0738 -0.2923 -0.0046
H -2.4113 -4.0570 1.9978 0.3045 0.2608 0.1517
C 0.8695 -3.0994 2.6111 -0.1188 -0.0721 -0.0150
H 1.8647 -3.2912 2.1937 -0.1557 0.1044 0.1148
H 0.7435 -2.0201 2.7781 0.0059 -0.2530 -0.1186
H 0.8277 -3.6006 3.5924 0.0218 0.1558 -0.2675
C 0.0013 -5.1942 1.5479 0.1206 -0.3244 0.5157
H 0.3503 -5.6073 2.5077 -0.0682 0.0014 -0.2286
H -0.9073 -5.7551 1.2845 0.3635 0.2982 0.0315
H 0.7834 -5.3992 0.8038 -0.2137 0.0166 0.1734
C -1.2576 -2.7136 -2.5977 0.1380 0.1504 0.1126
H -1.4227 -3.4230 -3.4262 -0.0246 0.2558 0.3430
H -1.9673 -1.8776 -2.6896 0.2874 -0.2376 0.0569
H -0.2563 -2.2920 -2.7232 -0.1639 -0.1308 -0.1362
C -2.8763 -3.1885 -0.7538 0.0320 -0.0501 0.0154
H -3.0480 -2.1087 -0.6080 0.0564 -0.3342 -0.1017
H -3.5812 -3.5395 -1.5231 0.1681 0.0938 0.2184
H -3.1046 -3.7061 0.1860 -0.0070 0.0631 -0.3256
C -1.1784 -4.9460 -1.4471 -0.3956 -0.1636 -0.1117
H -0.1363 -5.1591 -1.7169 -0.2403 0.0016 -0.0010
H -1.4385 -5.5386 -0.5645 0.0499 0.1351 -0.2900
H -1.8161 -5.2876 -2.2771 0.2151 -0.0044 0.2044
Ca -0.4571 0.0870 0.1820 0.2172 0.1712 -0.3855
C 2.0873 -0.0208 1.3561 1.7101 -0.6229 2.6522
O 2.8102 -0.1771 2.2350 -1.6582 0.4873 -2.3086
N -1.6576 0.4963 -1.6583 0.5380 0.3721 -0.7602
C -1.0249 0.9362 -2.6545 -0.0666 -0.1557 0.7493
C -1.6310 1.0160 -4.0420 0.1322 0.0016 -0.0154
C -3.0273 0.8984 -4.1084 -0.1673 0.1675 -0.5671
C -0.8882 1.1957 -5.2210 -0.5379 0.0282 0.0694
C -3.6941 1.0356 -5.3334 0.4540 -0.0402 0.0611
H -3.5738 0.7119 -3.1809 0.2177 0.1351 -0.2943
C -1.5525 1.2957 -6.4491 -0.0629 -0.0566 0.2043
H 0.2012 1.2551 -5.1913 -0.3494 -0.0043 -0.0309
C -2.9515 1.2368 -6.5065 0.2786 -0.0487 0.2362
H -4.7861 0.9890 -5.3788 0.4120 -0.0198 0.0346
H -0.9597 1.4222 -7.3578 -0.2867 -0.0143 0.2211
H -3.4504 1.3393 -7.4695 0.0704 -0.0253 0.2526
C -1.4533 0.3470 5.9292 -0.5050 0.0604 -0.1201
N -0.3552 0.3099 4.9495 -0.2657 -0.0748 0.6873
C 0.9921 -0.0571 5.4219 0.3369 -0.0943 -0.5400
C -0.5699 0.4135 3.6700 0.7431 0.0403 -2.0308
N -0.5530 0.4827 2.4930 -0.5556 0.0114 2.6824
H -1.0054 0.2117 6.9225 -0.3247 0.0924 -0.3833
H -2.1841 -0.4574 5.7363 0.3332 0.2904 0.1570
H -1.9724 1.3168 5.8824 0.2055 -0.3508 0.0993
H 1.2818 -1.0463 5.0309 -0.0861 0.3111 0.2630
H 1.7185 0.6862 5.0667 -0.1460 -0.2089 0.2193
H 0.9705 -0.0750 6.5149 0.0994 0.0176 -0.3461

***

103
Properties=species:S:1:pos:R:3:forces:R:3 method="wB97M-V/def2-TZVPD" lumo_ev=-7.5 gap_ev=3.783 e_tot_ev=-126122.0941 charge=+2 e_homo_ev=-11.3
Zr 13.4539 12.7914 11.7340 0.1096 -1.4989 -0.0462
N 11.2760 12.3769 12.3539 0.0677 0.1951 0.1228
C 10.6773 11.7801 11.0940 -1.1764 0.6631 0.2387
C 11.0160 12.6500 9.8735 -0.6470 0.8295 -0.8861
N 12.1863 13.5594 10.0721 0.4630 0.7653 0.8187
C 12.9916 13.9446 8.8515 -1.2351 0.4110 -0.0715
C 14.4625 13.6243 8.9711 1.3585 0.7431 -1.6268
N 14.9859 13.7634 10.3429 0.3285 0.5764 1.5723
H 11.1532 11.7589 13.1659 0.0412 -0.0340 -0.4491
H 10.7803 13.2395 12.6231 0.0065 -0.2070 -0.4366
H 9.5714 11.8015 11.1785 0.6132 -0.1922 0.1219
H 10.9659 10.7355 10.9985 0.3457 0.0930 0.1001
H 10.1773 13.3595 9.6529 0.4156 -0.6338 0.2743
H 11.1299 12.0232 8.9824 0.2779 0.0707 0.2560
H 11.7317 14.5108 10.3792 -0.2519 -0.7003 -0.3474
H 12.8000 15.0279 8.6433 0.1608 -0.7251 0.3131
H 12.5357 13.3981 8.0278 0.3216 0.0885 -0.2670
H 15.0413 14.3084 8.2953 -0.5782 -0.4633 0.5141
H 14.7375 12.6243 8.6288 -0.3557 0.0172 0.2415
H 15.1034 14.7436 10.6877 -0.0171 -0.7791 -0.8507
H 15.9116 13.3122 10.4334 -0.3644 0.2347 -0.1934
C 11.9551 16.0614 13.9328 -0.4891 0.4751 -0.3793
P 13.2576 15.6176 12.6882 0.2745 0.8295 0.6621
C 13.3708 17.1778 11.6662 0.1658 -0.4341 -0.1176
C 14.7024 15.7575 13.8515 0.2040 -0.3310 -1.0987
C 15.3696 16.9645 13.9898 -0.3077 0.2624 0.9184
C 16.1914 17.1895 15.0978 0.3585 1.1959 -0.9610
C 16.4530 16.1993 16.0006 -0.1200 -0.9084 0.5238
C 15.9337 14.9390 15.7384 -0.2861 -0.6160 -0.4197
C 15.0957 14.6662 14.6393 0.2530 1.5880 0.3836
P 14.7024 12.9924 14.1667 0.5959 -0.3460 2.6172
C 13.7449 12.4088 15.6857 -0.6017 -1.4088 -1.5186
C 16.3411 12.1963 14.5082 -0.6700 -1.3486 -1.7617
H 12.2179 17.0237 14.4614 -0.1623 -1.0051 -0.6959
H 11.8715 15.2702 14.6747 0.0679 -0.0622 0.1327
H 10.9721 16.1645 13.4200 0.6278 0.0806 0.2581
H 12.5361 17.2202 10.9456 0.4645 -0.2845 0.0310
H 13.1966 18.0145 12.3475 0.1434 -0.0965 0.0754
H 14.3820 17.2971 11.2062 -0.8752 -0.1662 0.1526
H 15.1666 17.7733 13.3120 0.0044 0.2250 -0.0371
H 16.6694 18.1657 15.2152 -0.2425 -0.2798 -0.0525
H 17.0715 16.3647 16.8845 -0.1860 -0.0232 -0.3343
H 16.1925 14.1070 16.3675 0.2276 -0.0845 0.3295
H 12.6889 12.6900 15.5662 0.3142 0.2018 0.3400
H 14.1896 12.8120 16.5838 0.0523 0.2689 0.0866
H 13.7431 11.2886 15.7454 0.1909 0.9130 -0.1227
H 16.2996 11.1777 14.0602 0.0404 0.4731 0.2900
H 17.1434 12.7168 13.9973 0.0764 0.2488 0.0877
H 16.5395 12.0605 15.5548 -0.0662 0.2554 0.5025
C 7.1577 15.4296 6.4117 0.2620 -0.3625 -2.1193
C 7.6519 16.0024 7.6542 0.3811 1.9331 2.0307
C 7.0512 15.3934 8.9091 1.0391 -0.3549 0.8394
O 9.1315 15.9869 7.6817 0.9286 0.5139 1.5064
P 9.8850 16.9550 8.8707 -0.9628 0.5087 -2.1468
S 8.8373 18.5758 9.1747 0.6591 -0.2425 -0.1038
S 10.0787 15.9016 10.5733 1.0718 -0.8614 0.4499
O 11.3897 17.1938 8.2163 -0.7501 0.1337 0.8942
C 11.7109 18.4447 7.4554 -0.3579 -1.8484 -1.3070
C 13.2056 18.5565 7.3481 0.1223 0.5532 0.3545
C 11.1942 18.1992 6.0462 -1.6585 0.0524 0.0182
H 6.0699 15.3903 6.3768 0.0280 0.1615 0.0798
H 7.5310 14.4384 6.1936 0.0653 -0.5612 0.3493
H 7.5333 16.0136 5.5619 -0.3337 0.1009 0.0979
H 7.4274 17.0815 7.6923 -0.2168 -0.3626 -0.1948
H 7.3142 14.3290 8.9390 -0.1367 -0.0475 0.0665
H 5.9748 15.4840 8.9546 -0.2729 0.0934 -0.2760
H 7.4593 15.8496 9.8427 -0.3493 -0.2148 -0.8284
H 11.2309 19.2949 7.9234 -0.0630 0.0272 0.2363
H 13.6198 17.6872 6.8573 0.0275 -0.2537 -0.3634
H 13.6371 18.5827 8.3375 0.3998 0.3969 0.3529
H 13.4601 19.4644 6.7505 -0.0746 -0.6745 0.6532
H 11.3389 17.1588 5.6776 0.4284 0.8256 0.3139
H 11.5882 18.9651 5.3957 0.3671 -0.0530 -0.4814
H 10.1053 18.3543 6.0101 0.1698 -0.1130 0.1292
Cl 18.0838 11.3044 11.5557 -0.1415 0.5887 0.7590
C 18.6812 11.4261 9.9473 -0.3960 0.3863 -1.1945
C 19.2966 12.6084 9.5283 0.8288 0.8014 0.7307
C 19.6440 12.8480 8.2058 -1.4128 -0.5311 0.3508
C 19.1585 11.9288 7.2772 0.8887 -0.1277 -1.2211
C 18.5982 10.7299 7.6476 0.0647 0.0594 1.3224
Cl 18.2770 9.5450 6.4371 -0.3105 -0.0316 0.0284
C 18.2849 10.4683 9.0177 -1.3638 -0.4339 -0.9871
N 17.2677 9.4862 9.2734 0.8149 -0.1865 0.2110
C 17.2272 8.7825 10.5297 -1.4456 -0.9713 0.5277
C 18.3928 8.1966 11.0285 -1.4799 0.1893 0.1635
C 18.3043 7.5263 12.2271 0.1715 -0.7562 0.6121
C 17.0746 7.3845 12.8990 0.2825 0.0602 1.0610
C 15.8643 7.8463 12.3917 1.6852 0.3317 -0.9704
C 15.9518 8.5218 11.1604 0.6469 0.2746 0.4985
C 14.6403 8.9920 10.5981 0.1683 0.6307 -1.4809
C 14.0758 10.2799 11.2147 1.1053 -0.7079 -0.3211
O 13.8669 11.1804 10.3170 -0.7891 1.1337 0.9906
O 13.9471 10.6144 12.4504 -0.3932 0.5413 -1.4215
H 19.4897 13.4130 10.2599 0.0466 -0.7470 -0.2244
H 20.1143 13.7720 7.9083 0.0201 -0.0077 -0.0287
H 19.2472 12.0852 6.1947 0.2697 0.0819 0.5103
H 17.2562 8.7547 8.5618 0.0395 0.6020 -0.3001
H 19.2940 8.2823 10.4570 0.4837 0.0658 -0.0352
H 19.2138 7.0427 12.6260 -0.6828 0.3934 -0.0329
H 17.0770 6.9776 13.9138 0.0938 -0.2658 -0.4588
H 14.9111 7.7104 12.9084 0.3787 -0.0151 -0.2048
H 13.9183 8.1669 10.4922 -0.0003 0.3646 0.5868
H 14.8325 9.3060 9.5460 -0.2855 -0.1501 0.6862